Formula: C32H89IMgN7O9
Source: the Open Molecules 2025 dataset
Level of theory: ωB97M-V with the def2-TZVPD basis set

```
139
Properties=species:S:1:pos:R:3
Mg -0.33193 0.28734 -0.65022
I 0.61083 0.16981 -3.05347
C 4.26124 1.93172 -4.16288
C 3.43984 2.85088 -5.07144
O 4.29611 3.42785 -6.01535
H 5.03087 2.47716 -3.61675
H 4.74106 1.09680 -4.67355
H 3.58095 1.56086 -3.39621
H 2.89582 3.51267 -4.39751
H 2.67355 2.28158 -5.59756
H 3.74077 3.91961 -6.62476
C -3.16518 -5.44913 1.11451
C -1.85425 -4.80675 0.61271
O -1.92766 -3.53883 1.12599
H -3.95069 -5.23376 0.39016
H -3.52560 -5.08207 2.07548
H -3.04900 -6.53291 1.10815
H -1.71515 -4.69814 -0.46290
H -1.02154 -5.36756 1.03720
H -1.76647 -3.62873 2.06808
C -2.40242 3.23079 -2.49887
C -1.69924 3.18807 -1.10878
C -2.57056 3.91782 -0.09079
O -2.15304 3.66903 1.27470
C -2.35997 4.74732 2.16460
N -1.70486 1.82644 -0.65728
H -2.34645 4.29930 -2.70686
H -3.45011 2.93010 -2.50385
H -1.86023 2.77027 -3.32473
H -0.71646 3.65850 -1.07825
H -3.55921 3.46578 -0.17025
H -2.51698 4.99669 -0.23661
H -1.81710 5.65713 1.90842
H -2.17207 4.39388 3.17844
H -3.42797 4.96255 2.13085
H -1.87907 2.09335 0.30111
H -2.65963 1.57219 -0.86674
C -2.65796 -2.33445 -1.81828
C -2.78541 -0.97285 -1.20893
C -4.27215 -0.55039 -0.88535
O -4.35918 0.77354 -0.56008
C -5.66945 1.30490 -0.48860
N -1.89912 -0.88621 -0.06978
H -3.24799 -3.06800 -1.26886
H -1.65707 -2.68003 -2.07691
H -3.16282 -2.33543 -2.78431
H -2.50255 -0.24402 -1.96846
H -4.72140 -1.19121 -0.12664
H -4.82097 -0.68221 -1.81783
H -5.74777 2.33357 -0.13674
H -6.34706 0.71603 0.12960
H -6.07181 1.21908 -1.49797
H -1.95399 -1.78920 0.37932
H -2.39309 -0.30951 0.59618
C 0.19726 -3.51034 3.58544
C -0.71140 -4.67117 3.93782
C -0.29290 -5.36227 5.31900
O 0.94099 -6.07119 5.11342
C 1.67583 -6.36109 6.29842
N -1.95591 -4.06582 4.00978
H 1.22077 -3.88378 3.55271
H 0.08053 -2.73267 4.34021
H -0.00384 -3.02050 2.63270
H -0.67522 -5.46445 3.19116
H -1.10594 -5.95527 5.73783
H -0.19882 -4.55862 6.04935
H 1.04584 -6.81658 7.06245
H 2.20702 -5.49918 6.70221
H 2.39427 -7.14648 6.06369
H -1.83362 -3.32329 4.68342
H -2.50537 -4.75997 4.49594
C 2.85897 5.46559 2.25958
C 2.08623 5.99114 1.05499
C 1.03007 5.01213 0.54622
O 1.54591 3.86945 -0.06725
C 2.07884 4.03419 -1.32461
N 1.46466 7.26204 1.34896
H 3.18370 4.43199 2.13993
H 2.10256 5.42329 3.04326
H 3.64586 6.19888 2.43619
H 2.82156 6.19497 0.27664
H 0.39035 5.52584 -0.17139
H 0.34675 4.77837 1.36263
H 2.92476 4.72148 -1.31183
H 1.29677 4.28563 -2.04103
H 2.45377 3.05077 -1.60817
H 1.12974 7.67656 0.49099
H 2.28291 7.81699 1.55534
C 4.24323 -1.75539 -5.58123
C 3.09989 -2.55475 -6.09455
C 3.55792 -4.00004 -6.54888
O 4.31028 -4.01124 -7.74995
C 3.68949 -3.58693 -8.96607
N 2.08076 -2.60879 -4.98662
H 3.99872 -0.69797 -5.48039
H 5.03240 -1.81988 -6.33034
H 4.64161 -2.19621 -4.66741
H 2.55060 -2.06317 -6.89750
H 2.64797 -4.53755 -6.81565
H 4.14475 -4.55972 -5.82054
H 3.43377 -2.52743 -8.95375
H 2.73262 -4.09133 -9.10054
H 4.32973 -3.75841 -9.83140
H 2.38782 -3.12285 -4.17326
H 1.92365 -1.68966 -4.59853
C 2.86989 1.28294 1.79685
C 2.03640 0.55333 0.73994
C 1.77294 -0.89099 1.08799
O 0.75568 -1.33114 0.12404
C 1.06716 -2.71904 -0.23705
N 0.80479 1.34242 0.65758
H 2.36085 1.28153 2.76068
H 3.16152 2.28020 1.46740
H 3.79995 0.73552 1.94984
H 2.56320 0.56595 -0.21423
H 1.36875 -1.00162 2.09422
H 2.75881 -1.35298 1.03596
H 0.23423 -3.01812 -0.87337
H 1.10264 -3.38229 0.62721
H 1.98127 -2.73684 -0.83050
H 1.20167 2.26695 0.56913
H 0.37252 1.45269 1.56372
C -1.40831 1.15003 5.35164
C -0.88022 0.60781 4.03389
C -1.88565 -0.15383 3.05814
O -2.62264 0.60919 2.12638
C -3.76206 1.19279 2.67617
N -0.27829 1.66918 3.28696
H -2.29946 1.75758 5.19411
H -0.70769 1.81679 5.85430
H -1.65413 0.34699 6.04647
H -0.10304 -0.09453 4.33525
H -2.52922 -0.86367 3.57779
H -1.21005 -0.76119 2.45584
H -4.22799 0.50612 3.38292
H -4.45052 1.56083 1.91546
H -3.52310 1.98648 3.38403
H 0.06631 2.32427 3.97415
H -1.06231 2.20041 2.93596
```

Its total charge is +1. The value obtained for the molecular weight is 867.313 g mol⁻¹. The calculation puts the HOMO-LUMO gap at 0.307 Eh. As for the calculated total energy: -77024.775 eV.

***

Formula: C32H89NO8Si8
Source: the Open Molecules 2025 dataset
Level of theory: ωB97M-V with the def2-TZVPD basis set

```
138
Properties=species:S:1:pos:R:3
C 8.35889 6.29212 3.24636
O 8.69013 4.98652 2.81802
C 7.64208 4.26784 2.20397
C 7.78969 4.13399 0.65097
C 7.45216 2.68351 0.25628
N 6.12564 2.27106 0.73494
C 6.81687 5.04262 -0.09265
O 6.70101 6.33224 0.54105
C 5.63188 7.05283 0.12275
C 5.00641 7.86122 1.22773
O 5.24278 7.03058 -1.02137
O 9.14317 4.27811 0.26593
C 9.59054 5.57071 -0.09634
H 8.25370 6.98705 2.40796
H 7.42211 6.29395 3.81794
H 9.16299 6.62335 3.90575
H 7.64650 3.25792 2.62634
H 6.67122 4.70656 2.46041
H 7.58502 2.57637 -0.82720
H 8.21601 2.06172 0.73045
H 5.43431 2.42478 0.00839
H 6.12205 1.26815 0.87738
H 7.08659 5.16524 -1.14550
H 5.83116 4.57046 -0.06564
H 3.94570 7.97438 1.00741
H 5.16520 7.37896 2.19161
H 5.46470 8.85301 1.25307
H 10.68120 5.52939 -0.09680
H 9.26851 5.83265 -1.11205
H 9.26688 6.33597 0.61004
C 0.85492 4.06288 -3.56020
Si 2.08872 3.20894 -2.44288
C 2.71188 1.66097 -3.29182
C 3.52502 4.35164 -2.13470
O 1.37814 2.81407 -1.00643
Si 0.12067 1.90687 -0.45032
C 0.00850 2.02815 1.40575
C 0.36236 0.11168 -0.91969
C -1.48089 2.51483 -1.19863
H 0.06284 3.38032 -3.87596
H 1.35274 4.43594 -4.45779
H 0.38907 4.91133 -3.05428
H 3.35215 1.07782 -2.62589
H 3.29501 1.92548 -4.17661
H 1.88814 1.02084 -3.61397
H 4.28196 3.88372 -1.50157
H 3.21381 5.28274 -1.65992
H 3.99864 4.60764 -3.08465
H 0.91355 1.65803 1.89127
H -0.83160 1.42227 1.75276
H -0.15799 3.05556 1.73457
H 0.29769 -0.02471 -2.00141
H -0.40761 -0.50619 -0.45440
H 1.33924 -0.24825 -0.58814
H -1.50316 2.33571 -2.27541
H -1.60544 3.58720 -1.03272
H -2.33440 1.99807 -0.75393
C -6.50543 2.26952 -5.02127
Si -4.83342 3.08984 -4.84234
C -4.81620 4.12238 -3.28213
C -3.53888 1.75850 -4.68463
O -4.52759 4.04606 -6.14850
Si -5.16324 5.35785 -6.91755
C -4.11536 5.78746 -8.39705
C -5.20472 6.82544 -5.75783
C -6.90311 4.98280 -7.49438
H -7.31555 2.99976 -4.97176
H -6.65880 1.54421 -4.21919
H -6.58380 1.74216 -5.97442
H -3.89076 4.69725 -3.20382
H -4.89052 3.47962 -2.40199
H -5.65350 4.82273 -3.25734
H -2.54210 2.18484 -4.55282
H -3.51920 1.10462 -5.55848
H -3.76295 1.14476 -3.80909
H -3.09281 6.03710 -8.10812
H -4.54534 6.65630 -8.90039
H -4.07525 4.96703 -9.11582
H -5.91169 6.66772 -4.94101
H -5.50955 7.72535 -6.29628
H -4.22012 7.00626 -5.32140
H -7.58309 4.84970 -6.65063
H -6.92755 4.06945 -8.09246
H -7.28531 5.80137 -8.10794
C -2.07435 -2.94118 -1.16272
Si -1.15425 -4.28038 -0.23277
C -0.10720 -5.25263 -1.44067
C -0.02542 -3.48055 1.01529
O -2.23594 -5.28830 0.49817
Si -3.47578 -6.28320 0.05593
C -4.19738 -7.10808 1.56058
C -2.85239 -7.60673 -1.11050
C -4.81922 -5.29736 -0.79530
H -2.63698 -3.35795 -2.00017
H -1.37307 -2.20740 -1.56321
H -2.77596 -2.42141 -0.50570
H 0.36067 -6.10975 -0.95158
H 0.68462 -4.62019 -1.84850
H -0.70215 -5.62385 -2.27709
H 0.55337 -4.22050 1.57083
H -0.57892 -2.87371 1.73505
H 0.67322 -2.82561 0.48933
H -3.45590 -7.71854 2.07946
H -5.01519 -7.76254 1.25044
H -4.59732 -6.38253 2.27048
H -2.54150 -7.18198 -2.06663
H -3.63924 -8.33777 -1.30852
H -1.99732 -8.13390 -0.68192
H -4.47824 -4.90279 -1.75409
H -5.13484 -4.45344 -0.17810
H -5.69185 -5.92677 -0.98242
C -2.58845 -9.39115 7.42144
Si -0.97770 -8.43930 7.40628
C -0.81164 -7.48849 9.00923
C 0.43467 -9.64722 7.27116
O -0.94611 -7.39954 6.12855
Si -1.79474 -6.11496 5.53850
C -1.00579 -5.51650 3.95953
C -1.78687 -4.71283 6.77865
C -3.56708 -6.61495 5.21322
H -3.43604 -8.73721 7.63556
H -2.56238 -10.16780 8.18896
H -2.76831 -9.87308 6.45804
H 0.06549 -6.83828 8.98988
H -0.70402 -8.17842 9.84913
H -1.68938 -6.86709 9.19744
H 1.40198 -9.14156 7.27922
H 0.36962 -10.24300 6.35892
H 0.40409 -10.33055 8.12279
H 0.02071 -5.18917 4.13973
H -1.56472 -4.66535 3.56502
H -0.98737 -6.28842 3.18779
H -2.34995 -4.97195 7.67746
H -2.24202 -3.82062 6.34312
H -0.76731 -4.46285 7.07995
H -4.09128 -6.84332 6.14356
H -3.61587 -7.49875 4.57503
H -4.10430 -5.80550 4.71449
```

The value obtained for the molecular weight is 840.751 g mol⁻¹. The SMILES is COC[C@@](CN)(COC(C)=O)OC.C[Si](C)(C)O[Si](C)(C)C.C[Si](C)(C)O[Si](C)(C)C.C[Si](C)(C)O[Si](C)(C)C.C[Si](C)(C)O[Si](C)(C)C. The calculation puts the HOMO-LUMO gap at 0.355 Eh. As for the calculated total energy: -115536.776 eV.

***

Formula: C32H91CrCuN5O15P
Source: the Open Molecules 2025 dataset
Level of theory: ωB97M-V with the def2-TZVPD basis set

```
146
Properties=species:S:1:pos:R:3
Cr -0.77808 -1.09380 -0.26008
Cu -3.53183 1.04096 -2.53859
P -1.80189 1.04617 -0.55417
O -2.07718 0.32405 0.78775
O -2.09620 -0.16463 -1.49036
O -0.26590 0.91286 -0.71137
O -2.57933 2.31408 -0.94014
C -2.48196 4.14596 2.66385
C -3.70423 4.38271 1.77079
O -3.28286 4.57179 0.43296
H -2.72325 4.31985 3.72100
H -1.70003 4.88113 2.47192
H -2.10366 3.12132 2.66636
H -4.26929 5.21361 2.19140
H -4.37782 3.51846 1.78854
H -2.97395 3.71514 0.08851
C 2.02832 2.04282 -4.93344
C 1.66101 2.23704 -3.48308
O 0.85385 1.14258 -3.10693
H 2.41879 1.03205 -5.08201
H 2.79295 2.71919 -5.32086
H 1.17138 2.13331 -5.60245
H 1.13094 3.19020 -3.37365
H 2.54296 2.34386 -2.83753
H 0.38238 1.29706 -2.24564
C -4.24842 4.20387 -4.83124
C -4.06352 4.47439 -3.35396
O -4.46554 3.32324 -2.59288
H -4.02174 5.11554 -5.39394
H -5.26014 3.94291 -5.14513
H -3.55820 3.45941 -5.23263
H -4.64777 5.32206 -2.99433
H -3.01133 4.69601 -3.16778
H -3.82349 3.20415 -1.87962
C 1.21235 5.32404 -1.43349
C 0.17978 4.38105 -0.83953
O -0.91225 4.33662 -1.75636
H 1.71818 5.02226 -2.34898
H 1.98501 5.54084 -0.68781
H 0.72823 6.28464 -1.62248
H -0.24909 4.82341 0.06408
H 0.62170 3.39392 -0.69959
H -1.52658 3.59467 -1.55011
C -1.90074 0.25862 5.65881
C -2.19032 -0.21309 4.23238
O -1.32556 0.45648 3.33612
H -2.05358 1.33298 5.75676
H -0.86638 -0.01088 5.87758
H -2.55904 -0.21290 6.38950
H -3.22898 0.00168 3.96218
H -1.99732 -1.29183 4.14050
H -1.69836 0.44799 2.41513
C -6.86691 0.17149 1.09530
C -5.44716 0.36151 0.61690
O -4.58329 -0.02514 1.67387
H -7.06682 -0.79533 1.54984
H -7.63028 0.36764 0.33721
H -7.06793 0.97216 1.81405
H -5.19504 1.39512 0.35248
H -5.26286 -0.28571 -0.25753
H -3.66536 0.20941 1.39708
C -0.73000 -2.12244 -3.43772
C 0.62651 -2.51187 -2.82861
C 1.67655 -2.41180 -3.96741
O 2.85411 -3.04167 -3.53155
C 3.92709 -2.87261 -4.44800
N 0.93559 -1.62808 -1.68108
H -0.70763 -1.08413 -3.76394
H -1.49786 -2.31243 -2.69064
H -0.99226 -2.73830 -4.30127
H 0.61833 -3.55187 -2.49745
H 1.76218 -1.37087 -4.29794
H 1.22578 -2.91851 -4.83219
H 4.80183 -3.28900 -3.94881
H 4.11242 -1.81121 -4.63940
H 3.72336 -3.39053 -5.38823
H 1.12487 -0.68994 -2.04899
H 1.89986 -1.84574 -1.41109
C 2.29492 -1.00839 3.18197
C 1.68890 -1.85004 2.07783
C 1.28587 -3.24068 2.52344
O 1.13207 -4.05133 1.36476
C 1.05755 -5.42549 1.68993
N 0.54403 -1.05006 1.53105
H 2.54118 0.00760 2.88040
H 3.21256 -1.41846 3.61348
H 1.56409 -0.90107 3.99037
H 2.34660 -2.04273 1.22750
H 0.41374 -3.24582 3.19097
H 2.07319 -3.71955 3.12007
H 0.25186 -5.66853 2.38670
H 1.99914 -5.79118 2.10185
H 0.79133 -5.98727 0.79387
H -0.06658 -0.93587 2.34786
H 0.86573 -0.06833 1.50288
C -3.70142 -3.22712 -0.57441
C -2.75896 -3.15994 0.60008
C -2.92869 -4.37246 1.52821
O -2.31170 -4.13362 2.76315
C -2.47614 -5.18468 3.67637
N -1.39160 -3.11714 -0.00021
H -3.53688 -4.12778 -1.17843
H -3.62740 -2.34759 -1.21277
H -4.74464 -3.33310 -0.26010
H -2.92090 -2.20644 1.11002
H -2.60301 -5.31609 1.06684
H -4.01482 -4.52646 1.61596
H -1.97611 -6.11437 3.39000
H -3.53525 -5.31181 3.92603
H -2.03577 -4.88661 4.63176
H -1.39345 -3.80255 -0.74989
H -0.73177 -3.44265 0.70471
C 2.02942 3.01536 3.53582
C 1.90074 2.93236 2.00305
C 3.22107 2.79426 1.26740
O 4.18089 3.73800 1.69840
C 5.37531 3.61386 0.96584
N 0.97534 1.85040 1.67347
H 1.07355 3.01031 4.05605
H 2.57852 3.89272 3.87730
H 2.63858 2.14673 3.80696
H 1.40000 3.87655 1.74542
H 3.08346 2.99613 0.19651
H 3.58864 1.77492 1.45099
H 5.83804 2.63147 1.09364
H 6.08243 4.37153 1.30036
H 5.18787 3.83207 -0.09193
H 0.12742 1.95382 2.22154
H 0.69759 1.86298 0.69731
C 6.00822 -4.02875 -0.62101
C 4.75124 -3.24982 -0.22324
C 4.74690 -1.84492 -0.81506
O 3.62669 -1.09235 -0.46918
C 3.53722 0.14131 -1.17061
N 3.55589 -4.01820 -0.54473
H 5.92045 -5.10213 -0.47680
H 6.86287 -3.71104 -0.02067
H 6.23234 -3.82445 -1.67312
H 4.83522 -3.14078 0.86445
H 4.75809 -2.03402 -1.90082
H 5.71533 -1.37960 -0.58738
H 3.35575 -0.12117 -2.21896
H 4.43260 0.74692 -1.01944
H 2.65815 0.68783 -0.82854
H 3.35443 -4.01099 -1.53896
H 2.71497 -3.68363 -0.08705
```

The spin multiplicity is 5. The value obtained for the molecular weight is 932.616 g mol⁻¹. The calculation puts the HOMO-LUMO gap (spin up / spin down) at 0.221 / 0.313 Eh. As for the calculated total energy: -155175.911 eV.